(1)
This record from OMol25 describes a structure of composition C6H12InO6 at a distorted geometry. The level of theory is ωB97M-V with the def2-TZVPD basis set.

Output
**ΔE to the lowest compared entry with this formula, charge and spin**: 1.467 eV
**Highest occupied orbital energy**: -22.25 eV
**Orbital gap**: 3.41 eV
**Charge**: +3
**E**: -23835.4870 eV
**LUMO level**: -18.83 eV

Cartesian coordinates (Å):
In: -21.851 18.858 -5.480
C: -22.225 15.942 -9.278
O: -23.543 15.898 -8.943
C: -24.171 16.765 -8.131
O: -23.607 17.729 -7.588
O: -25.467 16.488 -8.063
C: -26.251 17.473 -7.309
H: -21.786 16.926 -9.116
H: -22.135 15.572 -10.299
H: -21.580 15.345 -8.633
H: -27.276 17.213 -7.573
H: -26.072 18.508 -7.599
H: -26.176 17.299 -6.235
C: -19.144 15.302 -5.408
O: -20.312 14.472 -5.494
C: -21.563 14.825 -5.844
O: -21.958 15.947 -6.056
O: -22.217 13.734 -5.996
C: -23.577 13.794 -6.496
H: -18.302 14.618 -5.307
H: -19.146 15.752 -4.415
H: -19.038 16.022 -6.219
H: -23.607 13.798 -7.586
H: -24.020 14.729 -6.153
H: -24.232 12.951 -6.279

=====

(2)
This record from OMol25 describes the ion C6H12N with charge +1 at a distorted geometry. The level of theory is ωB97M-V with the def2-TZVPD basis set.

Output
**ΔE to the lowest compared entry with this formula, charge and spin**: 2.711 eV
**Highest occupied orbital energy**: -12.63 eV
**Orbital gap**: 8.82 eV
**Charge**: +1
**SMILES**: C/C=C([NH3+])/C=C/C
**E**: -7897.3503 eV
**LUMO level**: -3.81 eV

Cartesian coordinates (Å):
C: 2.941 0.033 0.458
C: 1.431 -0.162 0.508
C: 0.539 0.134 -0.535
N: 0.831 0.419 -1.943
C: -1.048 -0.008 -0.133
C: -1.695 -0.361 1.053
C: -3.177 -0.397 1.280
H: 3.122 0.930 1.000
H: 3.182 0.266 -0.532
H: 3.277 -0.910 0.974
H: 0.972 -0.294 1.418
H: 1.844 0.593 -2.192
H: 0.361 1.315 -2.250
H: 0.453 -0.286 -2.573
H: -1.680 0.407 -0.860
H: -1.136 -0.861 1.810
H: -3.667 0.366 0.608
H: -3.296 -0.018 2.320
H: -3.718 -1.329 1.025

=====

(3)
This record from OMol25 describes the ion C6H12N with charge +1 at a distorted geometry. The level of theory is ωB97M-V with the def2-TZVPD basis set.

Output
**ΔE to the lowest compared entry with this formula, charge and spin**: 2.349 eV
**Highest occupied orbital energy**: -15.62 eV
**Orbital gap**: 11.56 eV
**Charge**: +1
**SMILES**: C=C=[NH+]C(C)(C)C
**E**: -7897.7126 eV
**LUMO level**: -4.06 eV

Cartesian coordinates (Å):
C: -2.328 -1.774 -1.172
C: -1.639 -1.149 -0.312
N: -1.004 -0.402 0.443
C: 0.329 0.126 0.158
C: 0.955 -0.686 -0.963
C: 0.072 1.661 -0.221
C: 1.063 0.113 1.520
H: -2.827 -1.190 -1.931
H: -2.052 -2.837 -1.350
H: -1.459 -0.131 1.359
H: 1.992 -0.493 -1.160
H: 1.008 -1.675 -0.643
H: 0.268 -0.562 -1.865
H: 0.921 2.099 0.338
H: -0.815 1.948 0.241
H: 0.303 1.737 -1.280
H: 1.030 -0.830 2.027
H: 2.084 0.373 1.525
H: 0.590 0.945 2.118